# 1
C26H32NNdO5S | ωB97M-V/def2-TZVPD

Values from the calculation:
LUMO energy (spin up / spin down), eV: 0.35 / 0.35
Highest occupied orbital energy (spin up / spin down), eV: -8.0 / -8.0
Spin multiplicity: 4
Calculated total energy, hartree: -2400.4823
Frontier orbital gap (spin up / spin down), eV: 8.332 / 8.343
Total charge: 0

Atoms and positions in Å:
Nd 1.172 0.009 0.809
S 0.135 -1.820 3.487
O -1.127 -0.097 -0.287
O -2.744 1.371 -3.543
O -0.820 -0.759 3.735
O -0.277 -2.911 2.631
O 3.715 -0.591 3.379
N 1.531 -1.138 2.840
C -2.116 -1.371 -2.048
C 2.649 -1.168 3.658
C -1.887 2.670 -5.510
C 2.446 2.287 1.259
C -3.602 0.390 -4.199
C 0.480 -2.942 6.075
C -3.726 3.532 -4.042
C 2.317 -0.910 -1.465
C 2.244 -2.094 -0.656
C 3.731 -0.626 0.339
C 3.098 -1.895 0.476
C -0.878 -0.665 -2.596
C 0.689 1.866 2.704
C 2.109 1.828 2.569
C 1.003 -2.306 4.949
C 1.350 -3.217 7.147
C 1.232 2.613 0.577
C -3.993 1.312 -5.338
C 2.335 -1.927 4.888
C 2.702 -2.838 7.075
C -0.734 0.490 -1.611
C -1.912 -1.327 -0.536
C 3.196 -2.172 5.959
C 0.135 2.329 1.470
C -3.059 2.309 -4.618
C 3.234 -0.006 -0.849
H -1.186 3.313 -4.970
H -1.429 1.309 -1.785
H -0.921 -0.376 -3.651
H -0.575 -3.206 6.099
H 0.275 0.958 -1.596
H 2.824 1.552 3.344
H -2.296 -2.359 -2.486
H -2.837 -1.220 0.045
H -1.345 -2.190 -0.135
H -5.038 1.622 -5.354
H 4.223 -1.831 5.872
H 3.460 2.431 0.885
H 0.971 -3.717 8.042
H -2.964 4.141 -3.549
H -2.276 3.202 -6.387
H -4.487 3.286 -3.297
H -0.924 2.473 1.250
H -2.974 -0.727 -2.283
H 3.356 -3.063 7.912
H 1.155 3.071 -0.410
H 3.522 0.971 -1.241
H 4.499 -0.225 0.997
H -3.621 0.942 -6.294
H -4.470 0.075 -3.616
H 3.278 -2.620 1.268
H -1.340 1.786 -5.860
H 1.717 -3.021 -0.903
H 1.831 -0.761 -2.430
H -2.995 -0.468 -4.497
H 0.138 1.655 3.619
H -0.016 -1.348 -2.475
H -4.183 4.120 -4.840

# 2
C26H32NO5SSc | ωB97M-V/def2-TZVPD

Values from the calculation:
Energy above the lowest of the compared OMol25 structures with the same formula, charge and spin, kJ/mol: 164.25
LUMO energy, eV: -0.02
Highest occupied orbital energy, eV: -6.9
Calculated total energy, hartree: -2599.7561
Frontier orbital gap, eV: 6.896
Total charge: 0

Atoms and positions in Å:
Sc -0.384 0.162 0.589
S 3.302 -1.935 3.745
O -0.280 -1.020 -3.488
O 0.502 -1.459 1.296
O -0.019 1.329 -1.362
O 4.386 -2.873 3.625
O 3.493 -0.725 4.514
N 2.582 -1.644 2.283
C -2.023 1.893 -2.729
C 0.520 2.272 -3.249
C -2.331 1.389 1.720
C 0.363 2.388 2.903
C -2.334 -0.896 1.425
C -0.658 2.357 -2.238
C 1.603 -2.884 5.732
C 0.527 3.005 1.629
C 0.885 -2.219 -5.292
C 1.974 1.211 1.747
C -0.052 -1.201 -5.958
C 0.796 -2.624 3.442
C 0.313 -3.292 6.098
C -2.622 -0.294 0.155
C -2.113 0.153 2.371
C 1.173 1.313 -2.261
C -0.797 -0.565 -4.781
C -2.623 1.124 0.351
C 1.270 1.306 2.992
C 1.820 -2.648 4.383
C -0.747 -3.258 5.177
C 1.563 2.308 0.931
C -0.514 -2.927 3.840
C 1.286 -1.900 2.243
C -0.699 3.684 -1.505
C 0.540 -2.177 -3.783
H 0.727 -3.211 -5.722
H 0.319 3.931 -1.182
H -2.807 2.316 -2.084
H 0.117 -3.573 7.127
H -1.306 -2.885 3.094
H 1.011 3.232 -3.478
H -2.409 -1.955 1.660
H 1.456 -2.121 -3.174
H -0.320 2.686 3.697
H 2.060 1.714 -1.748
H 0.260 1.743 -4.174
H 1.472 0.702 3.870
H -2.406 2.367 2.190
H -2.231 2.278 -3.739
H -1.862 -0.846 -4.862
H -1.973 -0.003 3.442
H -1.765 -3.482 5.498
H 1.296 0.284 -2.624
H 2.762 0.501 1.514
H 0.477 -0.470 -6.582
H 1.941 -1.978 -5.453
H -0.794 -1.721 -6.571
H -3.021 1.862 -0.342
H -2.937 -0.833 -0.734
H -2.082 0.792 -2.753
H -1.034 4.459 -2.207
H 0.026 3.902 1.269
H -0.748 0.529 -4.808
H -0.025 -3.085 -3.506
H 2.410 -2.735 6.455
H -1.390 3.623 -0.648
H 2.077 2.626 0.029

# 3
C26H33AlCl3N2O4PS | ωB97M-V/def2-TZVPD

Values from the calculation:
Energy above the lowest of the compared OMol25 structures with the same formula, charge and spin, kJ/mol: 5.83
LUMO energy, eV: 4.03
Highest occupied orbital energy, eV: -0.7
Calculated total energy, hartree: -3783.7636
Frontier orbital gap, eV: 4.755
Total charge: -2

Atoms and positions in Å:
Cl 2.492 1.532 3.279
Cl 6.321 -3.718 1.304
Cl -1.714 -1.803 4.388
S -0.475 2.396 0.151
P -0.999 0.141 -3.144
Al 0.182 0.132 0.873
O -0.737 3.267 1.267
O -0.637 3.028 -1.148
O -1.300 1.099 0.240
O 0.918 1.735 0.260
N 2.979 -1.655 1.886
N -0.015 -0.097 2.590
C -2.815 0.345 -3.539
C -0.445 2.087 -5.343
C 0.599 -3.841 -0.584
C 4.708 -3.280 1.831
C -3.274 1.664 -2.908
C 1.493 0.615 4.385
C 0.685 -1.413 -0.269
C 2.320 -2.577 -1.669
C 1.834 0.627 5.717
C -0.455 -1.348 -4.133
C 1.720 -3.804 -1.403
C -1.347 -2.526 -3.726
C 2.680 -3.776 2.940
C 4.198 -2.030 1.523
C -0.008 -0.804 6.211
C 2.233 -2.510 2.581
C -0.275 -1.277 -5.650
C 0.100 -2.665 -0.032
C 1.088 -0.075 6.665
C 3.946 -4.177 2.554
C 1.338 1.466 -3.662
C -0.166 1.617 -3.915
C 1.808 -1.415 -1.107
C -0.343 -0.814 4.876
C 0.345 -0.082 3.821
C -3.355 0.205 -4.964
H -3.198 -0.796 -5.368
H -0.612 -1.381 6.903
H -2.833 1.812 -1.921
H -2.902 0.916 -5.653
H 0.126 -4.792 -0.360
H 0.528 -1.552 -3.695
H -2.338 -2.456 -4.182
H -2.973 2.515 -3.525
H -0.496 2.407 -3.234
H -4.435 0.392 -4.963
H 1.527 1.363 -2.592
H -0.898 -3.473 -4.040
H 3.197 -2.533 -2.307
H -0.146 1.365 -6.104
H 2.705 1.196 6.020
H -0.764 -2.727 0.624
H 1.872 2.355 -4.010
H -3.262 -0.465 -2.950
H -1.471 -2.561 -2.642
H -1.150 -0.874 -6.161
H 2.043 -4.435 3.515
H 1.759 0.596 -4.176
H 1.242 -2.152 2.842
H 0.119 3.008 -5.525
H 4.334 -5.157 2.797
H 0.583 -0.659 -5.916
H 2.128 -4.717 -1.821
H 4.789 -1.316 0.961
H 2.312 -0.475 -1.310
H -0.087 -2.281 -6.049
H -4.364 1.683 -2.814
H 1.355 -0.057 7.714
H -1.497 2.326 -5.494

Max |F| / Eh/bohr: 0.051, 0.075, 0.011